No. 1
ORCA calculation (ωB97M-V with the def2-TZVPD basis set) on a cluster of 7 separate species, C52H99BNO13P in total at a distorted geometry.

Results
M: 988.14 g mol⁻¹
E_HOMO: -0.326 hartree
strongest force on any atom: 3.04 eV/A
ΔE to the lowest compared entry with this formula, charge and spin: 104.8 kcal per mole
net charge: 0
SMILES: CCOP(=O)(CCCc1cc([C@@H](C)CC)cc2c1C(=O)c1ccc(CNC)c(CB(O)O)c1C2=O)OCC.CCOCC.CCOCC.CCOCC.CCOCC.CCOCC.CCOCC

Cartesian coordinates (Å):
C1 1.71920 1.27890 -2.10883
C2 3.11574 1.04764 -1.39146
O1 3.36053 -0.36051 -1.18123
P1 4.63280 -0.60908 -0.12297
O2 5.71124 0.39143 -0.40305
C3 4.12954 -0.33234 1.66704
C4 2.63982 0.16930 1.82267
C5 2.50577 1.63651 2.41494
C6 1.32641 2.35895 1.65888
C7 1.59927 3.60834 0.90690
C8 0.60248 4.33916 0.14144
C9 0.85754 5.63121 -0.69418
C10 -0.15334 6.78316 -0.26759
C11 2.36061 6.12846 -0.70886
C12 3.07518 5.46588 -1.97180
C13 -0.77400 3.78593 0.12269
C14 -1.05764 2.56668 0.85080
C15 -0.03179 1.82680 1.63557
C16 -0.46223 0.50328 2.35576
O3 -0.08071 0.20356 3.46343
C17 -1.41911 -0.39928 1.50313
C18 -1.28468 -1.85396 1.46097
C19 -2.22815 -2.57115 0.57790
C20 -3.24027 -1.86970 -0.23242
C21 -4.17988 -2.73266 -1.12807
N1 -4.23883 -2.31905 -2.55312
C22 -2.92914 -1.90605 -3.09569
C23 -3.37231 -0.39270 -0.15670
C24 -4.43190 0.38895 -0.99890
B1 -5.94573 0.12195 -0.52184
O4 -6.95878 0.29797 -1.51811
O5 -6.32694 -0.22593 0.78890
C25 -2.44260 0.33595 0.71950
C26 -2.47851 1.90070 0.83619
O6 -3.49142 2.54879 0.94333
O7 5.10997 -2.19365 -0.39248
C27 5.38419 -2.30333 -1.81650
C28 4.25383 -3.04116 -2.63056
H1 1.45210 2.36724 -1.98564
H2 1.72916 0.96566 -3.18238
H3 0.98118 0.64062 -1.53900
H4 3.95116 1.50098 -1.99814
H5 3.07692 1.63616 -0.43510
H6 4.17740 -1.36234 2.13522
H7 4.86782 0.29980 2.21914
H8 2.12734 -0.51792 2.55560
H9 2.02710 0.11959 0.88742
H10 2.19693 1.60680 3.49272
H11 3.45897 2.23132 2.35440
H12 2.64483 4.00014 0.90058
H13 0.59222 5.38639 -1.76509
H14 0.09475 7.77323 -0.73439
H15 -0.26008 6.84230 0.85077
H16 -1.17560 6.50490 -0.66158
H17 2.91704 5.95265 0.24468
H18 2.32031 7.24134 -0.89804
H19 2.42082 5.50516 -2.88114
H20 4.01665 6.02378 -2.20860
H21 3.26411 4.38278 -1.73529
H22 -1.61711 4.25342 -0.44230
H23 -0.51145 -2.39327 2.06183
H24 -2.18746 -3.69007 0.51281
H25 -5.22777 -2.58874 -0.71268
H26 -3.97999 -3.83943 -1.04675
H27 -4.63115 -3.10776 -3.07465
H28 -3.08177 -1.75052 -4.20637
H29 -2.11803 -2.67714 -3.00019
H30 -2.62318 -0.90087 -2.70002
H31 -4.35287 0.00042 -2.05787
H32 -4.20084 1.48960 -1.07937
H33 -6.77997 -0.42463 -2.15616
H34 -6.60818 -1.15332 0.85186
H35 5.56443 -1.31600 -2.31742
H36 6.34319 -2.88944 -1.90534
H37 3.62367 -2.34388 -3.25090
H38 4.72212 -3.74955 -3.37744
H39 3.61163 -3.68116 -1.96079
C29 8.05492 2.36611 1.55644
C30 6.79530 2.89683 0.89463
O8 6.09395 3.84955 1.69013
C31 6.78628 5.04441 2.00262
C32 7.15457 5.86185 0.77674
H40 7.83956 2.00702 2.56550
H41 8.47510 1.54634 0.97148
H42 8.82080 3.14159 1.64228
H43 6.10734 2.06830 0.73628
H44 7.01400 3.31165 -0.09524
H45 7.66925 4.82887 2.61397
H46 6.11137 5.63351 2.62866
H47 7.90979 5.35679 0.17093
H48 7.55948 6.83203 1.07275
H49 6.27915 6.02116 0.14236
C33 4.99188 9.23595 0.61434
C34 5.29297 9.92189 -0.70671
O9 4.13167 10.36553 -1.39026
C35 3.34242 11.33568 -0.72119
C36 4.07813 12.63854 -0.45918
H50 4.24609 8.44915 0.47951
H51 5.89946 8.79539 1.03089
H52 4.59519 9.93995 1.34961
H53 5.78251 9.20656 -1.37091
H54 5.99629 10.75018 -0.56941
H55 2.93219 10.92157 0.20624
H56 2.49100 11.53782 -1.37464
H57 4.87725 12.50645 0.27355
H58 3.39125 13.39261 -0.07020
H59 4.53496 13.01470 -1.37698
C37 -9.56594 -4.11023 -0.97602
C38 -9.07250 -2.81416 -1.58971
O10 -8.13218 -3.00528 -2.63898
C39 -8.59661 -3.71364 -3.77643
C40 -9.74201 -3.02150 -4.49424
H60 -8.72239 -4.74122 -0.69110
H61 -10.17391 -3.91112 -0.09201
H62 -10.17932 -4.67825 -1.68045
H63 -8.55623 -2.23727 -0.81954
H64 -9.90735 -2.19533 -1.93357
H65 -8.86525 -4.74045 -3.50427
H66 -7.74595 -3.78499 -4.45861
H67 -10.65053 -3.01924 -3.88832
H68 -9.96850 -3.53251 -5.43200
H69 -9.48976 -1.98104 -4.70924
C41 -8.12189 -7.80289 3.15361
C42 -7.59423 -6.85863 2.08727
O11 -7.90616 -5.49682 2.33318
C43 -7.37062 -4.93426 3.52113
C44 -5.85182 -4.92636 3.55566
H70 -9.18601 -7.63115 3.32787
H71 -7.97575 -8.84115 2.84971
H72 -7.60694 -7.65878 4.10613
H73 -8.06187 -7.11111 1.13291
H74 -6.51472 -6.98367 1.94730
H75 -7.78228 -5.43796 4.40204
H76 -7.72856 -3.90312 3.55727
H77 -5.44791 -5.93883 3.62660
H78 -5.49307 -4.36371 4.41938
H79 -5.44726 -4.47584 2.64626
C45 -6.88741 -6.68852 -1.80487
C46 -6.09720 -6.71747 -3.10094
O12 -4.69354 -6.79388 -2.90540
C47 -4.21536 -7.95014 -2.23664
C48 -4.50698 -9.24265 -2.97908
H80 -6.50455 -5.91471 -1.13531
H81 -7.94199 -6.49243 -2.00535
H82 -6.82010 -7.64204 -1.27510
H83 -6.27890 -5.78741 -3.64401
H84 -6.43782 -7.52934 -3.75239
H85 -4.60328 -7.98769 -1.21282
H86 -3.13316 -7.82803 -2.15469
H87 -5.57682 -9.46207 -2.99546
H88 -4.00253 -10.08168 -2.49623
H89 -4.17098 -9.17598 -4.01596
C49 10.80823 -2.81007 3.77934
C50 9.95724 -1.62412 4.20030
O13 9.33456 -0.96105 3.11271
C51 8.41926 -1.73083 2.34949
C52 7.22642 -2.22244 3.15150
H90 11.50998 -2.52130 2.99417
H91 11.37000 -3.19778 4.63129
H92 10.19439 -3.62397 3.38662
H93 10.59963 -0.88330 4.68064
H94 9.21130 -1.91941 4.94621
H95 8.93493 -2.56391 1.85983
H96 8.06077 -1.07535 1.55215
H97 7.52210 -2.96433 3.89683
H98 6.49032 -2.68776 2.49215
H99 6.75246 -1.39490 3.68485

Atomic partial charges in e from the Mulliken method, atoms 1 to 99:
1 C -0.924
2 C 0.106
3 O -0.169
4 P 0.635
5 O -0.742
6 C -0.870
7 C -0.571
8 C -1.132
9 C 0.045
10 C 0.236
11 C 0.154
12 C 0.592
13 C -1.497
14 C -0.173
15 C -0.993
16 C -1.418
17 C 0.423
18 C 0.635
19 C 0.089
20 O -0.546
21 C 0.894
22 C -1.130
23 C -1.254
24 C 1.227
25 C -0.796
26 N -0.090
27 C -0.853
28 C 0.551
29 C -1.281
30 B 0.603
31 O -0.608
32 O -0.585
33 C 1.034
34 C -0.729
35 O -0.553
36 O -0.438
37 C -0.183
38 C -1.032
39 H 0.030
40 H 0.419
41 H 0.171
42 H 0.473
43 H -0.128
44 H 0.333
45 H 0.429
46 H 0.468
47 H 0.426
48 H 0.449
49 H 0.310
50 H 0.141
51 H 0.382
52 H 0.435
53 H 0.316
54 H 0.338
55 H 0.276
56 H 0.147
57 H 0.395
58 H 0.388
59 H -0.067
60 H 0.304
61 H 0.446
62 H 0.340
63 H -0.177
64 H 0.456
65 H 0.256
66 H 0.332
67 H 0.285
68 H 0.232
69 H 0.181
70 H 0.361
71 H 0.278
72 H 0.272
73 H 0.270
74 H 0.459
75 H 0.230
76 H 0.353
77 H 0.246
78 C -1.296
79 C 0.752
80 O -0.378
81 C -0.390
82 C -0.847
83 H 0.332
84 H 0.349
85 H 0.381
86 H -0.531
87 H 0.228
88 H 0.291
89 H 0.365
90 H 0.333
91 H 0.373
92 H 0.075
93 C -0.697
94 C -0.396
95 O -0.445
96 C -0.264
97 C -1.127
98 H 0.065
99 H 0.270

=====

No. 2
ORCA calculation (ωB97M-V with the def2-TZVPD basis set) on a structure of composition C40H59As3BrN2O4Ti.

Results
M: 984.46 g mol⁻¹
E_HOMO (alpha / beta): 0.005 / -0.078 hartree
strongest force on any atom: 0.88 eV/A
ΔE to the lowest compared entry with this formula, charge and spin: 12.6 kcal per mole
expectation value of S²: 0.820
net charge: -2
spin multiplicity: 2

Cartesian coordinates (Å):
Ti1 -0.48363 -1.03730 1.52265
O1 -0.78279 3.40751 4.76391
C1 0.53082 3.10473 4.82208
C2 1.33566 3.82870 5.68817
C3 2.69768 3.56558 5.78683
C4 3.26350 2.56271 5.01039
C5 2.46961 1.83171 4.14208
C6 1.09304 2.07588 4.02100
C7 0.28019 1.32224 3.10355
O2 0.87417 0.33549 2.34282
N1 -1.00310 1.53519 2.94843
N2 -1.63051 0.66889 2.15999
C8 -2.94048 0.86519 1.98313
C9 -3.78490 0.00642 1.22548
C10 -5.17510 0.23149 1.22651
C11 -6.05026 -0.56593 0.50953
C12 -5.55105 -1.63218 -0.23407
C13 -4.18303 -1.87254 -0.27410
C14 -3.28083 -1.06599 0.42257
O3 -1.98754 -1.22205 0.27307
H1 -1.19961 2.77860 4.11686
H2 0.86510 4.60220 6.28315
H3 3.30932 4.14220 6.47101
H4 4.32285 2.34571 5.07736
H5 2.90030 1.04298 3.53968
H6 -3.39006 1.70183 2.51335
H7 -5.55941 1.05458 1.82226
H8 -7.11567 -0.36795 0.54265
H9 -6.22713 -2.27610 -0.78608
H10 -3.76732 -2.68198 -0.86217
C15 -1.66459 -7.10535 0.83833
C16 -0.15214 -6.88493 0.99204
C17 0.56409 -7.85791 0.05549
C18 0.25739 -7.23047 2.43156
C19 0.17993 -5.41999 0.69779
C20 -0.38939 -4.41866 1.50220
C21 -0.12568 -3.09336 1.25687
Br1 -1.93707 -2.03083 3.70850
C22 0.71236 -2.75506 0.19719
O4 0.85698 -1.39617 0.09728
C23 1.30401 -3.69796 -0.64409
C24 1.01135 -5.04001 -0.35150
C25 2.21472 -3.26673 -1.78693
C26 1.44102 -2.33876 -2.73630
C27 2.73684 -4.44953 -2.60613
C28 3.42375 -2.52110 -1.20466
H11 -1.93379 -8.13947 1.08180
H12 -1.97600 -6.89753 -0.18779
H13 -2.22479 -6.43875 1.49345
H14 0.29725 -8.88529 0.32112
H15 1.64967 -7.75990 0.12934
H16 0.27939 -7.69518 -0.98649
H17 0.01613 -8.27418 2.66260
H18 -0.25530 -6.59238 3.15069
H19 1.33140 -7.08370 2.56728
H20 -1.05227 -4.67488 2.32477
H21 1.45155 -5.80754 -0.97403
H22 0.61395 -2.88262 -3.19958
H23 2.10046 -1.97106 -3.53141
H24 1.02867 -1.49125 -2.18980
H25 1.91919 -5.01050 -3.06494
H26 3.32127 -5.13976 -1.99320
H27 3.38347 -4.07862 -3.40722
H28 3.09081 -1.69837 -0.57325
H29 4.05614 -2.12498 -2.00769
H30 4.02577 -3.20016 -0.59498
C29 -3.89599 3.34429 -1.04228
As1 -2.07479 2.59502 -0.99821
C30 -2.49145 1.01423 -2.07658
C31 -1.41187 3.80139 -2.43388
C32 0.02835 3.64477 -2.93271
C33 0.13495 2.39259 -3.81240
C34 1.03426 3.56997 -1.77406
As2 1.26598 1.81741 -0.84320
C35 2.75080 1.15794 -1.95689
C36 2.41366 2.55864 0.56198
C37 0.36758 4.83426 -3.86305
As3 0.62899 6.72664 -3.32276
C38 -0.37028 7.01965 -1.65610
C39 2.41037 6.65038 -2.49077
H31 -4.27935 3.41626 -2.06198
H32 -3.89765 4.33256 -0.57959
H33 -4.53693 2.68012 -0.46044
H34 -2.67981 1.29424 -3.11506
H35 -3.38045 0.54880 -1.65199
H36 -1.68185 0.28891 -2.00649
H37 -1.53317 4.78889 -1.98776
H38 -2.09618 3.74906 -3.28965
H39 -0.08676 1.48000 -3.25958
H40 1.14282 2.29849 -4.22573
H41 -0.57075 2.44978 -4.64566
H42 0.76319 4.28530 -0.99224
H43 2.02950 3.84971 -2.13354
H44 3.42043 1.97560 -2.23538
H45 2.37173 0.66537 -2.85110
H46 3.29814 0.41693 -1.37588
H47 3.16543 3.22906 0.13852
H48 2.89873 1.73332 1.07981
H49 1.80342 3.09364 1.28970
H50 -0.38786 4.87998 -4.65376
H51 1.31806 4.62331 -4.37026
H52 -1.44099 7.04329 -1.85115
H53 -0.06706 8.00287 -1.29197
H54 -0.15490 6.27617 -0.89104
H55 3.11832 6.21785 -3.19835
H56 2.41641 6.06343 -1.57530
H57 2.72540 7.67077 -2.26975
C40 1.11048 -1.05394 2.89986
H58 2.12172 -1.32615 2.60861
H59 0.91315 -1.03566 3.96760

Atomic partial charges in e from the Mulliken method, atoms 1 to 99:
1 Ti -0.755
2 O -0.712
3 C 0.277
4 C -0.585
5 C -0.391
6 C -1.118
7 C -0.165
8 C 0.545
9 C -0.031
10 O 0.440
11 N -1.255
12 N 1.458
13 C -1.495
14 C 1.225
15 C -0.671
16 C -0.694
17 C -0.613
18 C -0.377
19 C -0.679
20 O 0.411
21 H 0.562
22 H 0.391
23 H 0.350
24 H 0.380
25 H 0.292
26 H 0.054
27 H 0.380
28 H 0.359
29 H 0.369
30 H 0.393
31 C -1.680
32 C 2.268
33 C -2.222
34 C -1.713
35 C -0.016
36 C -0.409
37 C -0.376
38 Br -0.624
39 C 1.029
40 O 0.176
41 C -1.096
42 C 0.284
43 C 2.713
44 C -1.396
45 C -2.529
46 C -1.251
47 H 0.445
48 H 0.346
49 H 0.339
50 H 0.442
51 H 0.382
52 H 0.373
53 H 0.453
54 H 0.344
55 H 0.347
56 H 0.412
57 H 0.478
58 H 0.265
59 H 0.496
60 H 0.001
61 H 0.426
62 H 0.421
63 H 0.464
64 H -0.121
65 H 0.472
66 H 0.333
67 C -1.279
68 As 0.700
69 C -0.658
70 C -1.804
71 C 3.530
72 C -2.142
73 C -1.930
74 As 0.776
75 C -1.561
76 C -1.479
77 C -2.202
78 As 0.296
79 C -1.100
80 C -1.044
81 H 0.362
82 H 0.392
83 H 0.304
84 H 0.592
85 H 0.355
86 H -0.283
87 H -0.049
88 H 0.517
89 H 0.209
90 H 0.440
91 H 0.523
92 H -0.022
93 H 0.630
94 H 0.521
95 H 0.239
96 H 0.365
97 H 0.623
98 H 0.327
99 H 0.310